w:
Molecular formula: C11H16N2
Method: DFT, ωB97M-V/def2-TZVPD

The geometry in XYZ format:
```
29
Properties=species:S:1:pos:R:3:mulliken_charge:R:1
C 0.6897 -2.2628 0.0772 -1.017
N 0.3683 -1.1827 -0.8197 -0.236
N -0.7517 -0.4244 -0.4366 -0.253
C -0.5148 1.0559 -0.4478 -0.838
C 0.2331 1.4626 0.7950 0.528
C 1.6250 1.4078 0.8408 -0.330
C 2.2664 1.7671 2.0112 -0.471
C 1.5627 2.2614 3.1197 -0.458
C 0.1496 2.3132 3.0601 -0.485
C -0.5059 1.8665 1.9223 -0.510
C -0.7990 -1.2154 -1.7173 1.380
C -1.7858 -2.3890 -1.5923 -1.459
C -0.7524 -0.5442 -3.0466 -1.576
H 1.4424 -1.8995 0.8208 0.277
H -0.1865 -2.5371 0.7101 0.380
H 1.0329 -3.1324 -0.4808 0.346
H 0.0986 1.3058 -1.3072 0.325
H -1.4673 1.5587 -0.5000 0.448
H 2.2076 1.0664 0.0019 0.399
H 3.3527 1.6396 2.1035 0.332
H 2.1180 2.5383 4.0225 0.348
H -0.4245 2.6460 3.9076 0.379
H -1.6031 1.8999 1.8430 0.334
H -1.2680 -3.3264 -1.5088 0.273
H -2.4508 -2.4227 -2.4790 0.392
H -2.3822 -2.3026 -0.6755 0.370
H 0.1093 0.1163 -3.1589 0.419
H -1.6797 0.0399 -3.2239 0.272
H -0.6846 -1.3064 -3.8416 0.432
```

As for the SMILES: CN1N(Cc2ccccc2)C1(C)C. Its HOMO-LUMO gap is 9.555 eV.


x:
Molecular formula: C11H16N2
Method: DFT, ωB97M-V/def2-TZVPD

The geometry in XYZ format:
```
29
Properties=species:S:1:pos:R:3:mulliken_charge:R:1
C -2.2054 -2.2052 0.6124 -1.203
C -2.0524 -1.2618 -0.5677 0.052
C -0.6997 -0.5269 -0.6451 0.073
C 0.3514 -0.0332 -0.3127 -0.893
C 1.7177 0.4780 -0.2150 2.009
C 1.9120 1.4151 1.0264 -1.790
C 2.6961 -0.6880 -0.0591 -1.891
C 2.0447 1.3676 -1.4359 -1.761
N -3.0443 -0.2436 -0.2334 0.156
C -2.9229 0.7614 0.6824 -0.280
C -4.0312 1.5400 0.5897 -0.521
N -4.8463 1.0228 -0.3954 -0.716
C -4.2084 -0.0069 -0.8917 0.017
H -2.1114 -1.6646 1.6069 0.305
H -1.3143 -2.8413 0.6023 0.371
H -3.2026 -2.8083 0.6423 0.321
H -2.1165 -1.5293 -1.6343 0.457
H 1.1567 2.3303 0.9240 0.292
H 2.8767 1.7628 1.0615 0.534
H 1.8820 0.8105 1.8717 0.493
H 3.4135 -0.5310 0.6184 0.457
H 3.1452 -1.0091 -0.9700 0.441
H 2.2155 -1.5319 0.2289 0.515
H 2.9960 1.9083 -1.3453 0.357
H 1.1800 1.8913 -1.7953 0.427
H 2.1423 0.7668 -2.2593 0.538
H -2.0495 0.7612 1.2022 0.514
H -4.1181 2.3495 1.2300 0.404
H -4.4531 -0.7329 -1.6875 0.321
```

As for the SMILES: C[C@H](C#CC(C)(C)C)n1ccnc1. Its HOMO-LUMO gap is 9.321 eV.


w takes first place; second place is 177.5 kJ/mol up.


w:
Molecular formula: C4H10N2S
Method: DFT, ωB97M-V/def2-TZVPD

The geometry in XYZ format:
```
17
Properties=species:S:1:pos:R:3:mulliken_charge:R:1
C -1.5358 -2.0551 0.4855 -0.704
N -0.2356 -2.6723 0.0848 -0.451
C 0.9260 -2.1085 0.0709 0.134
N 1.4745 -0.8001 0.5067 -0.346
C 0.6937 0.4097 0.5828 -0.608
C 0.2830 1.1023 -0.7652 -0.481
S -0.6083 2.7386 -0.4730 -0.249
H -2.1730 -2.9038 0.4553 0.327
H -1.9824 -1.3534 -0.3789 0.190
H -1.5908 -1.7696 1.5708 0.285
H 1.7820 -2.5211 -0.5296 0.236
H 2.3178 -0.6052 -0.2109 0.302
H 1.3022 1.2022 1.1388 0.286
H -0.1820 0.2142 1.2990 0.325
H 1.2044 1.3212 -1.3183 0.353
H -0.2943 0.3835 -1.4738 0.263
H -1.5240 2.4308 0.6318 0.139
```

As for the SMILES: C/N=C\NCCS. Its HOMO-LUMO gap is 9.856 eV.


x:
Molecular formula: C4H10N2S
Method: DFT, ωB97M-V/def2-TZVPD

The geometry in XYZ format:
```
17
Properties=species:S:1:pos:R:3:mulliken_charge:R:1
C -3.2342 -0.1341 0.5313 -0.883
C -1.8720 0.1204 -0.1499 0.788
C 0.3956 -0.6907 -0.7504 -0.839
C 1.0958 0.1073 0.2389 -0.356
H -3.9477 -1.3169 0.5094 0.266
H -3.0244 -0.0269 1.7526 0.210
H -3.9210 0.6822 0.1253 0.279
H -0.5552 1.8333 -0.4450 0.265
H -1.3405 -1.7572 0.0038 0.184
H 0.4669 -1.7495 -0.9448 0.375
H 0.3467 -0.0160 -1.5648 0.425
H 0.7430 1.2872 0.0310 0.084
H 1.0162 -0.2324 1.4215 0.235
H 3.1449 0.6965 -0.9210 0.115
N -1.6404 1.3470 -0.3600 -0.761
N -0.9950 -0.8907 -0.1754 -0.209
S 2.9505 0.0618 0.2850 -0.179
```

Its HOMO-LUMO gap is 9.699 eV.


y:
Molecular formula: C4H10N2S
Method: DFT, ωB97M-V/def2-TZVPD

The geometry in XYZ format:
```
17
Properties=species:S:1:pos:R:3:mulliken_charge:R:1
N 1.9484 -1.3319 0.1496 -0.640
C 0.5293 -1.1804 -0.2395 -0.709
C 0.0943 0.2406 -0.1372 0.406
N 0.7965 1.3253 -0.8005 -0.615
C -0.6224 0.6808 1.1196 -0.696
C -1.4181 0.5079 -0.1276 -0.403
S -2.6733 -0.7032 -0.3486 -0.232
H 2.2133 -0.6153 0.8697 0.257
H 2.5556 -1.1812 -0.6445 0.275
H 0.4331 -1.5245 -1.2706 0.325
H -0.1327 -1.7307 0.4734 0.350
H 1.7592 1.3411 -0.4983 0.319
H 0.8712 1.1536 -1.8499 0.275
H -0.4427 1.6938 1.5164 0.282
H -0.7201 -0.0620 1.8932 0.249
H -1.6400 1.4299 -0.6082 0.438
H -3.5518 -0.0437 0.5031 0.119
```

As for the SMILES: NC[C@]1(N)C[C@@H]1S. Its HOMO-LUMO gap is 9.815 eV.


z:
Molecular formula: C4H10N2S
Method: DFT, ωB97M-V/def2-TZVPD

The geometry in XYZ format:
```
17
Properties=species:S:1:pos:R:3:mulliken_charge:R:1
C -1.7848 -1.1002 -0.5707 -1.100
C -0.6116 -1.0539 0.5189 -0.392
C 0.6731 -0.3694 0.0854 0.556
N 1.7443 -1.0392 0.2787 -0.486
S 3.1682 -0.1659 -0.1695 -0.286
N 0.5537 0.9391 -0.4569 -0.300
C -0.3183 1.9774 0.2104 -0.832
H -2.7359 -1.4745 -0.0937 0.282
H -1.5241 -1.7641 -1.4108 0.324
H -1.9148 -0.1902 -1.0746 0.355
H -0.9569 -0.5049 1.4097 0.255
H -0.3358 -2.0480 0.8942 0.317
H 4.0476 -1.2071 -0.2164 0.153
H 1.5307 1.2530 -0.5817 0.267
H -0.0580 2.0110 1.2850 0.293
H -0.1017 2.9635 -0.1745 0.359
H -1.3759 1.7735 0.0665 0.234
```

As for the SMILES: CC/C(=N/S)NC. Its HOMO-LUMO gap is 9.279 eV.


z takes first place; second place is 21.5 kJ/mol up.


w:
Molecular formula: C7H13N2S
Method: DFT, ωB97M-V/def2-TZVPD

The geometry in XYZ format:
```
23
Properties=species:S:1:pos:R:3:mulliken_charge:R:1
C -0.8297 0.5428 -2.4924 -1.512
C -0.2860 -0.5459 -1.6548 0.139
C 0.3254 -1.6653 -2.3040 -0.629
C 0.7237 -2.6792 -1.4525 -0.596
S 0.4699 -2.1091 0.1435 -0.119
C -0.2002 -0.5903 -0.3577 0.281
C -0.5272 0.6018 0.7953 0.042
N -0.9832 -0.0804 1.9302 -0.129
C 0.8589 1.2673 1.2362 -0.524
N 1.1301 1.1007 2.6097 -0.602
H -0.5191 0.5065 -3.5014 0.410
H -1.9384 0.5521 -2.4534 0.333
H -0.6549 1.5336 -2.1810 0.397
H 0.2313 -1.7985 -3.4333 0.287
H 1.0831 -3.5979 -1.5050 0.590
H -1.2416 1.4100 0.3512 0.482
H -1.7858 0.3211 2.4452 0.346
H -1.0247 -1.0706 1.6877 0.251
H -0.2032 -0.0712 2.5406 0.374
H 1.7081 0.9112 0.6296 0.407
H 0.6450 2.4508 0.9708 0.265
H 0.9133 1.9801 3.2208 0.250
H 2.1051 1.0303 2.7748 0.257
```

As for the SMILES: Cc1ccsc1[C@@H]([NH3+])CN. Its HOMO-LUMO gap is 9.411 eV. Its charge is +1.


x:
Molecular formula: C7H13N2S
Method: DFT, ωB97M-V/def2-TZVPD

The geometry in XYZ format:
```
23
Properties=species:S:1:pos:R:3:mulliken_charge:R:1
C -0.2847 2.3907 2.4992 -0.817
S 0.1137 2.1718 0.6621 -0.163
C 1.3438 0.8517 0.6774 0.183
C 2.6505 0.8452 -0.0103 -1.171
C 0.3873 -0.4722 -0.1129 -0.174
N 0.7417 -1.6996 -0.3401 0.042
C -0.2816 -2.3150 -0.9799 -0.647
C -1.3015 -1.4293 -1.2612 0.647
C -2.6319 -1.4125 -1.9180 -1.254
N -0.8560 -0.2876 -0.6632 -0.040
H -0.9022 3.3042 2.5246 0.350
H 0.5443 2.3764 3.1964 0.312
H -0.9850 1.5317 2.6646 0.281
H 1.4949 0.7521 1.7372 0.373
H 2.5271 0.9355 -1.1544 0.297
H 3.2044 1.6932 0.3823 0.404
H 3.2670 -0.0537 0.3989 0.319
H 1.4707 -2.2782 0.0298 0.270
H -0.2165 -3.3669 -1.1942 0.426
H -3.3336 -2.1234 -1.6534 0.382
H -3.1107 -0.5360 -1.7055 0.353
H -2.5095 -1.5694 -3.0274 0.278
H -1.3324 0.6914 -0.7522 0.349
```

As for the SMILES: CS[C@H](C)c1[nH]cc(C)[nH+]1. Its HOMO-LUMO gap is 9.989 eV. Its charge is +1.


x takes first place; second place is 83.3 kJ/mol up.


w:
Molecular formula: C8H9NO3
Method: DFT, ωB97M-V/def2-TZVPD

The geometry in XYZ format:
```
21
Properties=species:S:1:pos:R:3:mulliken_charge:R:1
N -3.1337 1.7128 1.5637 -0.551
C -2.0818 0.9819 1.0888 0.730
C -1.0078 0.5392 1.9510 -0.894
C 0.1529 -0.0306 1.6011 -0.135
C 0.2538 -0.7275 0.3926 0.020
O 1.3534 -1.5232 0.0882 -0.385
C 2.4641 -1.2030 -0.8060 -0.527
C 2.0101 -0.9933 -2.1888 0.760
O 1.0357 -1.3811 -2.8156 -0.563
O 2.7289 -0.0402 -2.8925 -0.465
C -0.8266 -0.4682 -0.4093 -0.027
C -1.9143 0.4391 -0.2638 -0.844
H -3.1977 2.3358 2.2819 0.187
H -4.3067 1.7642 1.1358 0.257
H -1.0084 0.9398 2.9001 0.353
H 1.0641 0.1067 2.1878 0.321
H 2.8753 -0.2501 -0.3371 0.332
H 3.4104 -1.9321 -0.8676 0.284
H 3.4669 0.1953 -2.2523 0.339
H -0.6505 -0.9555 -1.3731 0.423
H -2.6880 0.4899 -0.9849 0.385
```

As for the SMILES: Nc1ccc(OCC(=O)O)cc1. Its HOMO-LUMO gap is 8.313 eV.


x:
Molecular formula: C8H9NO3
Method: DFT, ωB97M-V/def2-TZVPD

The geometry in XYZ format:
```
21
Properties=species:S:1:pos:R:3:mulliken_charge:R:1
N 3.7327 -0.7315 0.4164 -0.581
C 2.4204 -0.3567 0.0944 0.886
C 1.9994 0.9710 0.2103 -0.550
C 0.7243 1.3558 -0.1699 -0.372
C -0.1567 0.4034 -0.6775 -0.050
O -1.4136 0.7872 -1.1416 -0.406
C -2.4031 0.8460 -0.1791 -0.732
C -3.0711 -0.5063 0.0825 0.747
O -2.8516 -1.5315 -0.5021 -0.506
O -4.0159 -0.4637 1.0446 -0.475
C 0.2381 -0.9146 -0.8086 -0.337
C 1.5303 -1.2969 -0.4411 -0.562
H 4.2047 -0.1638 1.1072 0.229
H 3.8501 -1.7189 0.5694 0.228
H 2.7048 1.7059 0.6106 0.262
H 0.4109 2.4014 -0.1068 0.422
H -2.0269 1.2354 0.7724 0.415
H -3.1834 1.5288 -0.5365 0.354
H -4.0623 0.4184 1.4279 0.329
H -0.4705 -1.6387 -1.2219 0.430
H 1.8395 -2.3305 -0.5505 0.268
```

As for the SMILES: Nc1ccc(OCC(=O)O)cc1. Its HOMO-LUMO gap is 8.562 eV.


x takes first place; second place is 332.2 kJ/mol up.